The following is a DFT calculation (the ωB97M-V functional and the def2-TZVPD basis) of C27H24BBrCdN4O4 as an isolated structure in a non-equilibrium geometry.

```
62
Properties=species:S:1:pos:R:3:forces:R:3
Cd 0.5617 1.4449 -1.1438 -0.21 0.71 -0.03
Br -5.8292 -7.4699 -2.3988 -0.20 -0.22 0.24
C -6.2952 -5.9664 -1.3543 -0.18 2.14 0.41
C -5.4876 -5.6170 -0.2155 -1.02 -1.68 -1.64
C -5.6018 -4.3516 0.2923 -0.61 0.68 -0.25
C -6.3332 -3.4035 -0.4873 -0.59 -0.99 0.15
C -7.2807 -3.7294 -1.5322 1.63 0.02 1.97
C -7.2641 -5.0446 -1.9162 1.14 -2.11 -0.22
N -5.9511 -2.1036 -0.4980 1.36 2.30 1.07
N -4.9632 -1.7428 0.2664 -2.16 -1.67 -1.00
C -4.2977 -0.6588 -0.1945 -0.33 0.95 0.14
C -4.6879 0.0244 -1.3671 0.30 -0.69 0.07
C -3.7352 0.7061 -2.0992 -0.20 0.44 -0.15
C -2.4590 0.8715 -1.5548 2.64 0.76 -1.86
O -1.4228 1.3668 -2.2204 -1.15 -0.44 0.60
C -2.1863 0.4324 -0.2342 0.77 0.09 2.46
N -1.0354 0.8487 0.3928 -0.04 -0.55 0.07
C -0.8092 0.4908 1.6475 -0.30 0.12 -0.41
C -1.6593 -0.3396 2.4111 -0.39 0.07 0.22
C -2.8303 -0.7895 1.8185 1.05 -0.04 0.50
C -3.0693 -0.3588 0.4956 -1.87 -0.28 -1.00
H -4.7854 -6.3944 0.1235 -0.40 0.62 0.18
H -5.0884 -3.9992 1.2070 -0.09 -0.29 -0.98
H -7.8450 -2.9039 -1.9805 0.25 -0.58 0.05
H -7.8273 -5.4425 -2.7649 0.00 0.37 0.30
H -5.7015 -0.1591 -1.7604 0.79 0.07 0.22
H -3.9465 1.0671 -3.1121 0.16 0.02 0.53
H 0.0714 0.9144 2.1103 0.20 -0.05 -0.04
H -1.3758 -0.5198 3.4684 -0.38 -0.08 -0.90
H -3.5378 -1.4607 2.3366 0.41 0.61 -0.45
O 2.1109 -0.2949 -0.7744 -0.08 -1.23 0.65
C 2.9800 -0.6359 0.0417 0.90 1.31 0.07
C 3.2107 -2.0759 0.4181 -1.36 -0.76 -0.42
C 3.5337 -2.5113 1.8686 -0.06 2.14 0.65
C 4.7574 -1.8469 2.6146 0.78 1.61 -0.56
C 5.1459 -0.2637 2.5240 -1.13 -1.36 -1.00
C 5.1625 0.2259 1.0950 -0.32 -0.63 -1.48
N 3.8039 0.3267 0.5523 -0.55 0.21 -0.31
H 3.9634 -2.4397 -0.2781 0.34 -0.08 -0.04
H 2.2509 -2.5533 0.0446 1.11 0.25 0.65
H 3.6809 -3.5691 1.8707 0.31 -0.73 -0.10
H 2.6576 -2.3697 2.5361 0.24 0.17 -0.61
H 5.7015 -2.2929 2.3301 0.07 -0.65 -0.22
H 4.6370 -2.0165 3.6716 -0.06 -0.35 0.39
H 6.1444 -0.0470 2.8676 0.28 -0.47 0.87
H 4.3981 0.2872 3.0821 0.09 0.39 0.17
H 5.7513 -0.4417 0.4155 -0.38 0.05 0.69
H 5.6376 1.1974 0.8691 -0.30 -0.20 0.79
H 3.4991 1.2721 0.3339 0.07 -0.37 -0.14
O 3.0063 3.4506 -2.1200 -0.59 0.50 1.62
B 2.2636 2.8960 -0.9625 1.07 2.59 -1.00
O 2.4695 3.8226 0.1316 -0.34 0.26 -1.68
C 2.9626 5.0119 -0.4582 0.02 -2.53 -0.16
C 2.9835 6.2411 0.0516 -0.13 2.20 1.54
C 3.5479 7.2527 -0.7436 0.30 1.27 1.20
C 4.0965 7.0136 -1.9579 0.37 -0.88 -1.75
C 3.9667 5.7213 -2.5488 -0.11 0.91 -0.41
C 3.3916 4.7781 -1.7684 -1.12 -2.51 0.36
H 2.6032 6.5360 1.0441 0.15 -0.56 -0.58
H 3.6173 8.2824 -0.3506 -0.14 -0.71 -0.08
H 4.6153 7.7937 -2.5232 -0.41 -0.18 0.23
H 4.1222 5.5371 -3.6132 0.40 0.03 0.42
```
Forces are in eV/Å.

- E: -117821.0571 eV
- HOMO-LUMO gap (spin up / spin down): 5.9 / 5.8 eV

Here are the Mulliken charges for atoms 1 to 8, given in e: Cd 0.83; Br -0.18; C 0.15; C -0.40; C -0.26; C 0.26; C -0.53; C -0.35